# AsF6H16O8

A structure of composition AsF6H16O8 in a non-equilibrium geometry (ωB97M-V/def2-TZVPD, the Open Molecules 2025 dataset).

Geometry as XYZ:
```
31
Properties=species:S:1:pos:R:3
As -12.101 9.857 -9.561
F -10.590 9.766 -10.555
F -12.231 11.543 -10.068
F -13.631 10.122 -8.591
F -12.033 8.141 -9.150
F -11.190 10.291 -8.155
F -13.095 9.507 -11.042
O -16.423 9.863 -8.348
H -16.424 8.941 -8.092
H -15.914 10.301 -7.666
O -10.487 9.017 -13.253
H -10.770 8.888 -12.348
H -10.148 9.912 -13.272
O -14.870 7.538 -11.092
H -14.287 8.187 -11.486
H -15.344 8.021 -10.415
O -8.448 11.552 -9.984
H -8.143 10.693 -9.690
H -9.312 11.383 -10.360
O -12.556 8.146 -6.313
H -12.544 8.866 -6.944
H -11.699 8.183 -5.890
O -15.458 10.461 -11.224
H -14.525 10.284 -11.346
H -15.557 10.585 -10.280
O -10.097 9.250 -5.622
H -10.198 10.144 -5.951
H -9.990 9.354 -4.676
O -11.191 14.117 -9.485
H -11.794 13.903 -10.197
H -10.766 13.286 -9.272
```

Computed properties:
2S+1: 2
Energy relative to the best compared isomer or geometry (same formula, charge and spin), kcal per mole: 5.35
Total charge: -2
Frontier orbital gap (spin up / spin down), eV: 2.8 / 9.5

These are the natural (NBO) partial charges, in e, on atoms 1 to 4: 2.52 -0.72 -0.71 -0.72